Record 1
A single C4H2O2 molecule, computed with ωB97M-V/def2-TZVPD.

The geometry in XYZ format:
```
8
Properties=species:S:1:pos:R:3:forces:R:3
O 2.215828 -0.689406 -0.441004 0.0 0.4 -0.4
C 1.522272 0.065782 -1.076431 0.3 -0.3 0.1
C 0.434413 0.774902 -0.412008 -0.5 -0.4 0.4
C -0.572544 0.628552 0.244306 0.4 0.0 -0.2
C -1.513205 -0.100616 1.079498 -0.5 0.2 0.3
O -2.535418 0.294609 1.571238 0.4 -0.1 -0.2
H 1.581027 0.162111 -2.169260 0.1 0.1 0.0
H -1.132375 -1.135935 1.203662 -0.2 0.1 0.1
```
Positions in Å, forces in eV/Å.

Values from the calculation:
Charge   0
SMILES   O=CC#CC=O
Gap between HOMO and LUMO   9.95 eV
E_HOMO   -10.932 eV


Record 2
A single C4H2O2 molecule, computed with ωB97M-V/def2-TZVPD.

The geometry in XYZ format:
```
8
Properties=species:S:1:pos:R:3:forces:R:3
O -1.902302 -1.520351 0.824179 0.4 0.8 -0.1
C -1.341461 -0.524704 0.639561 -0.8 -0.6 0.4
C -0.890646 0.734579 0.571870 0.2 -0.1 -0.2
C 0.277261 1.026548 -0.015761 -0.1 -0.4 0.1
C 0.926299 -0.243233 -0.522583 0.7 0.1 0.0
O 1.720940 -0.903352 0.101518 -0.3 0.5 -0.3
H 0.708263 2.028227 -0.116609 -0.1 -0.4 0.1
H 0.501646 -0.597713 -1.482175 0.1 -0.1 0.0
```
Positions in Å, forces in eV/Å.

Values from the calculation:
Charge   0
SMILES   O=C=C=CC=O
Gap between HOMO and LUMO   8.59 eV
E_HOMO   -9.538 eV


Record 3
A single C4H2O2 molecule, computed with ωB97M-V/def2-TZVPD.

The geometry in XYZ format:
```
8
Properties=species:S:1:pos:R:3:forces:R:3
O -1.370698 1.215179 0.391327 0.1 -0.5 -0.3
C -1.273682 0.131512 -0.125875 -0.2 0.4 0.2
C 0.082008 -1.902060 -0.132644 -0.1 0.7 0.0
C 0.047371 -0.594780 -0.153953 0.0 -0.6 0.0
C 1.275851 0.286370 -0.031375 0.6 0.0 0.0
O 2.402501 -0.060679 -0.252370 -0.6 0.2 0.1
H -2.122673 -0.362112 -0.623287 0.1 0.0 0.1
H 0.997263 1.311168 0.275826 0.0 -0.1 0.0
```
Positions in Å, forces in eV/Å.

Values from the calculation:
Charge   0
Gap between HOMO and LUMO   9.08 eV
E_HOMO   -10.733 eV


Record 4
A single C4H2O2 molecule, computed with ωB97M-V/def2-TZVPD.

The geometry in XYZ format:
```
8
Properties=species:S:1:pos:R:3:forces:R:3
O -1.554764 0.220449 1.109343 0.2 -0.2 -0.6
C -1.324602 -0.284642 0.043071 -0.2 0.2 0.4
C 0.030389 -0.257916 -0.599692 0.4 -0.4 -0.5
C 0.534348 -0.872670 -1.629151 -0.5 0.3 0.5
C 1.164770 0.492331 0.131489 0.3 0.0 0.7
O 1.474937 0.184154 1.243605 -0.2 0.2 -0.6
H -2.101088 -0.794656 -0.549218 0.1 0.0 0.1
H 1.612925 1.333098 -0.418892 0.0 -0.1 0.1
```
Positions in Å, forces in eV/Å.

Values from the calculation:
Charge   0
Gap between HOMO and LUMO   9.23 eV
E_HOMO   -10.936 eV


Record 5
C4H2O2 as an isolated structure, computed with ωB97M-V/def2-TZVPD.

The geometry in XYZ format:
```
8
Properties=species:S:1:pos:R:3:forces:R:3
O -0.063491 -0.583723 2.325837 0.1 0.1 -0.5
C 0.149691 0.272094 1.511224 0.1 -0.8 -0.1
C 0.009865 1.161827 -0.722846 -0.2 1.0 0.0
C 0.276629 0.033933 -0.030145 -0.2 1.3 -0.1
C -0.074251 -0.671223 -1.279276 -0.4 -0.2 0.3
O 0.008956 0.070554 -2.281633 0.8 -0.1 1.1
H 0.262605 1.338781 1.886247 0.0 -0.7 -1.1
H -0.570003 -1.622243 -1.409409 -0.2 -0.6 0.4
```
Positions in Å, forces in eV/Å.

Values from the calculation:
Charge   0
Gap between HOMO and LUMO   9.88 eV
E_HOMO   -10.334 eV


Record 6
A single C4H2O2 molecule, computed with ωB97M-V/def2-TZVPD.

The geometry in XYZ format:
```
8
Properties=species:S:1:pos:R:3:forces:R:3
O -3.021587 0.120181 0.279770 0.5 -0.1 0.0
C -1.948571 -0.408974 0.419939 -0.4 0.1 0.0
C -0.665975 0.130014 -0.026038 0.6 0.1 -0.1
C 0.497567 0.354448 -0.262118 -0.5 -0.3 0.2
C 1.950463 0.404646 -0.418085 0.2 -0.2 0.2
O 2.647604 -0.383951 0.173234 -0.2 0.4 -0.3
H -1.831581 -1.386363 0.921405 -0.1 0.1 0.0
H 2.372077 1.170002 -1.088110 -0.1 0.0 0.0
```
Positions in Å, forces in eV/Å.

Values from the calculation:
Charge   0
SMILES   O=CC#CC=O
Gap between HOMO and LUMO   9.76 eV
E_HOMO   -10.992 eV


Record 7
A 2-piece molecular cluster, C4H2O2 overall, computed with ωB97M-V/def2-TZVPD.

The geometry in XYZ format:
```
8
Properties=species:S:1:pos:R:3:forces:R:3
C -0.912115 -0.082851 0.205547 2.2 0.2 0.4
C 1.124224 0.649369 -0.030429 -5.5 0.6 -0.1
C 2.042234 -0.187330 -0.309693 1.7 -1.5 -0.1
C -2.199781 -0.192944 -0.095826 2.0 -0.1 -0.1
O 2.948922 -0.912525 -0.399398 -0.5 0.1 -0.2
O -3.323973 -0.440809 -0.258905 0.2 0.4 -0.1
H -0.578556 -0.497343 1.141436 -0.6 -0.1 0.1
H 0.899042 1.664430 -0.252732 0.5 0.3 0.0
```
Positions in Å, forces in eV/Å.

Values from the calculation:
Charge   0
Gap between HOMO and LUMO (spin up / spin down)   7.29 / 7.29 eV
E_HOMO (spin up / spin down)   -9.407 / -9.408 eV


Record 8
A single C4H2O2 molecule, computed with ωB97M-V/def2-TZVPD.

The geometry in XYZ format:
```
8
Properties=species:S:1:pos:R:3:forces:R:3
O -3.034830 -0.232708 0.252924 0.6 0.1 -0.1
C -1.848466 -0.417070 0.229475 -0.6 0.0 0.0
C -0.783644 0.445280 -0.291740 0.8 -0.2 -0.1
C 0.405571 0.584089 -0.478448 -0.6 0.0 0.3
C 1.850593 0.386891 -0.394556 0.3 -0.2 0.2
O 2.261654 -0.547713 0.253794 -0.1 0.5 -0.4
H -1.363746 -1.329719 0.625914 -0.3 0.0 0.0
H 2.525041 1.087969 -0.905854 -0.1 0.0 0.0
```
Positions in Å, forces in eV/Å.

Values from the calculation:
Charge   0
SMILES   O=CC#CC=O
Gap between HOMO and LUMO   9.64 eV
E_HOMO   -10.862 eV


Record 9
A single C4H2O2 molecule, computed with ωB97M-V/def2-TZVPD.

The geometry in XYZ format:
```
8
Properties=species:S:1:pos:R:3:forces:R:3
C 0.535329 0.529784 1.563898 0.3 -0.1 -1.2
C 0.890592 1.321128 0.459833 -0.5 -1.8 1.2
C 1.527616 2.303008 -0.040853 0.2 1.9 0.2
C 0.468010 -0.078144 0.160480 -2.2 2.4 2.1
O 2.036472 3.263142 -0.393098 0.6 0.3 -0.7
O -0.777763 -0.190037 -0.401185 -2.1 -0.7 0.7
H 1.205010 -0.642495 -0.247313 1.9 -2.1 -1.1
H -1.514012 -0.216705 0.302837 1.9 0.1 -1.4
```
Positions in Å, forces in eV/Å.

Values from the calculation:
Charge   0
Gap between HOMO and LUMO   8.32 eV
E_HOMO   -9.192 eV


Record 10
C4H2O2Tl as an isolated structure, computed with ωB97M-V/def2-TZVPD.

The geometry in XYZ format:
```
9
Properties=species:S:1:pos:R:3:forces:R:3
O 0.442505 -1.693420 1.195847 2.6 -1.8 1.3
C 1.418924 -1.296166 0.353827 1.3 0.1 -1.3
C 1.221461 -0.228928 -0.525799 -0.6 1.5 1.2
C 0.480739 0.876276 -0.478308 -4.1 0.5 -0.5
H 2.306534 -1.941522 0.321029 -0.6 0.1 -0.1
C -1.086002 1.465051 -0.293200 5.2 1.3 -0.6
O -2.175954 0.676374 -0.337580 -2.1 0.9 -2.1
Tl -1.007412 -0.543214 0.669416 -2.4 -1.8 2.1
H -1.295586 2.551216 -0.303932 0.7 -0.8 0.0
```
Positions in Å, forces in eV/Å.

Values from the calculation:
Charge   0
Spin multiplicity   2
Gap between HOMO and LUMO (spin up / spin down)   4.91 / 5.82 eV
E_HOMO (spin up / spin down)   -6.775 / -7.270 eV


Record 11
A single C4H2OS molecule, computed with ωB97M-V/def2-TZVPD.

The geometry in XYZ format:
```
8
Properties=species:S:1:pos:R:3:forces:R:3
C -0.811217 0.381736 1.923396 0.1 0.1 -0.4
C -0.396294 0.574149 0.818856 0.9 2.4 -3.3
C 0.151565 0.731722 -0.706973 0.2 0.2 -0.6
O 0.364186 1.585398 -1.608332 -1.4 -1.9 4.5
C 0.500288 -0.663317 -1.082018 0.5 -1.5 -0.1
S 0.611317 -1.938655 -0.088184 0.0 0.5 -0.6
H -1.172265 0.125333 2.874872 -0.2 -0.1 0.6
H 0.752420 -0.796366 -2.131617 -0.1 0.2 0.0
```
Positions in Å, forces in eV/Å.

Values from the calculation:
Charge   0
SMILES   C#CC(=O)C=S
Gap between HOMO and LUMO   7.41 eV
E_HOMO   -9.332 eV


Record 12
A 11-piece molecular cluster, C4H30NO10 overall, computed with ωB97M-V/def2-TZVPD.

The geometry in XYZ format:
```
45
Properties=species:S:1:pos:R:3:forces:R:3
C 1.284493 2.141991 2.822109 -0.5 1.0 0.6
C 0.488889 0.854401 2.959208 -0.5 -1.1 0.9
C 0.142820 0.165633 1.661883 0.4 0.2 0.3
C -0.627569 0.673627 0.723578 0.5 0.6 0.6
N -0.700349 0.054048 -0.595326 0.2 -0.4 0.5
H 0.701142 2.975872 3.226903 -0.3 0.0 -0.4
H 1.486570 2.368409 1.778278 0.5 0.0 0.2
H 2.149675 2.235387 3.480518 0.4 -0.6 -0.5
H -0.403252 0.984634 3.585049 -0.2 0.4 -0.5
H 0.978289 0.097511 3.579279 0.6 0.2 -0.2
H 0.723192 -0.720414 1.473371 -0.4 -0.5 0.0
H -0.880082 1.723635 0.771409 -0.7 -0.6 -0.1
H 0.250276 -0.274845 -0.747887 0.6 0.3 -0.8
H -1.297778 -0.813863 -0.717972 -0.4 0.6 0.3
H -1.011440 0.724900 -1.289470 0.2 0.0 -0.4
H 1.148308 -2.255141 -2.173463 0.2 -0.8 1.0
H 0.842225 -1.559764 -3.381299 0.4 0.5 -0.4
O 1.498892 -1.519797 -2.671434 -0.7 0.2 -0.4
H 0.722553 -3.107742 0.151747 -0.3 0.8 -0.1
H 0.410919 -4.404972 -0.290992 -0.5 -0.3 -0.8
O 0.262785 -3.499833 -0.607569 0.8 -0.5 0.5
H -1.213049 -2.408896 2.436845 0.1 0.0 0.7
H -1.963987 -2.222935 1.161649 0.0 -0.1 -0.1
O -1.147300 -2.605805 1.507250 -0.3 0.1 -0.2
H -3.089564 0.675963 -2.766579 0.0 -0.7 -0.1
H -4.253879 0.509208 -1.831672 -0.7 0.0 0.4
O -3.544357 0.009129 -2.219163 0.5 0.6 -0.4
H -1.321807 3.645594 0.637186 0.0 0.4 0.2
H -2.734350 3.248401 0.154094 -0.4 0.2 0.3
O -1.810604 3.239873 -0.080042 0.2 0.0 -0.8
H 2.325577 -0.870477 0.208653 0.3 0.1 0.1
H 2.639434 -0.009519 -1.028260 0.0 -0.2 0.0
O 2.279117 0.036510 -0.132913 -0.1 0.1 -0.6
H -1.820701 -2.767175 -0.858803 0.1 -0.1 0.2
H -2.641233 -2.052231 -1.905716 -0.5 0.5 -0.1
O -2.373904 -1.977322 -0.983794 0.6 -1.1 0.0
H 3.269840 3.430050 0.029222 0.2 -0.3 -0.3
H 2.135611 2.561956 -0.648824 0.5 -0.3 -0.1
O 2.326587 3.309825 -0.085877 -0.7 0.7 0.3
H 3.076760 -2.552010 2.079187 0.2 0.0 0.5
H 3.637089 -2.561714 0.642053 0.1 -0.1 0.2
O 2.840716 -2.424466 1.164981 -0.5 0.0 -0.7
H -1.325790 1.378154 -4.481753 -0.2 0.8 -0.7
H -1.926125 2.174820 -3.176654 0.3 0.8 -0.9
O -1.534653 1.389379 -3.558980 0.0 -1.2 1.7
```
Positions in Å, forces in eV/Å.

Values from the calculation:
Charge   +1
Gap between HOMO and LUMO   10.10 eV
E_HOMO   -12.622 eV


Number 1: F_max 0.0144 Eh/bohr. Number 2: F_max 0.0210 Eh/bohr. Number 3: F_max 0.0134 Eh/bohr. Number 4: F_max 0.0151 Eh/bohr. Number 5: F_max 0.0267 Eh/bohr. Number 6: F_max 0.0122 Eh/bohr. Number 7: F_max 0.1083 Eh/bohr. Number 8: F_max 0.0166 Eh/bohr. Number 9: F_max 0.0748 Eh/bohr. Number 10: F_max 0.1047 Eh/bohr. Number 11: F_max 0.0985 Eh/bohr. Number 12: F_max 0.0408 Eh/bohr.